(1)
This record from the Open Molecules 2025 dataset describes C16H42F3NaO8S6 as an isolated structure in a non-equilibrium geometry. The level of theory is ωB97M-V/def2-TZVPD.

## Properties
Lowest unoccupied orbital energy, eV: -1.850
Energy, eV: -111222.8784
Kohn-Sham gap, eV: 4.86
HOMO energy, Ha: -0.247

Structure (ORCA input):
```
! RIJCOSX wB97M-V def2-TZVPD def2/J DEFGRID3
* xyz 0 1
Na -1.288 2.877 -3.191
C 1.012 0.325 -0.690
O -0.157 1.247 -0.439
O 1.659 0.763 -1.821
C 1.849 0.047 0.559
F 2.783 -0.845 0.349
F 2.539 1.093 1.164
F 1.097 -0.509 1.504
C -1.113 0.806 0.524
C -2.403 1.574 0.251
H -2.313 2.648 0.413
H -2.819 1.341 -0.729
H -3.139 1.169 0.945
H -0.831 1.043 1.549
H -1.319 -0.253 0.366
H 0.577 -0.602 -1.062
C 7.846 5.691 -1.469
S 6.308 4.668 -1.403
O 6.002 4.445 -2.880
C 7.184 3.146 -0.981
H 7.642 6.742 -1.267
H 8.498 5.660 -2.342
H 8.313 5.409 -0.525
H 7.541 3.061 0.046
H 8.067 2.757 -1.488
H 6.365 2.428 -1.031
C -2.570 7.799 -4.420
S -3.997 6.671 -4.100
O -3.695 5.500 -3.186
C -4.381 6.091 -5.815
H -1.817 7.463 -5.133
H -1.924 7.933 -3.552
H -2.893 8.805 -4.690
H -5.003 5.246 -5.521
H -3.671 5.528 -6.421
H -4.753 6.954 -6.367
C 2.625 -5.252 0.985
S 2.746 -4.922 2.801
O 1.612 -5.544 3.600
C 4.246 -5.977 3.145
H 1.772 -4.663 0.647
H 2.311 -6.292 0.890
H 3.483 -5.095 0.331
H 5.079 -5.708 2.496
H 4.091 -7.030 2.913
H 4.558 -5.750 4.165
C 0.459 1.610 6.376
S -0.057 2.923 7.573
O -1.469 3.145 7.120
C -0.271 1.862 9.053
H 1.510 1.321 6.396
H 0.226 2.064 5.412
H -0.087 0.679 6.527
H -1.178 1.256 9.043
H -0.502 2.506 9.901
H 0.543 1.238 9.422
C -3.753 -1.193 -5.283
S -3.984 -3.058 -5.227
O -4.085 -3.775 -6.606
C -2.311 -3.502 -4.438
H -4.375 -0.788 -6.081
H -2.712 -0.886 -5.384
H -4.237 -0.775 -4.400
H -2.329 -4.592 -4.421
H -2.267 -3.000 -3.471
H -1.508 -3.235 -5.125
C -4.028 -4.836 1.653
S -3.287 -6.456 2.372
O -4.481 -7.032 3.193
C -2.870 -7.433 0.915
H -5.064 -4.736 1.977
H -3.804 -4.753 0.590
H -3.355 -4.128 2.136
H -2.537 -8.448 1.129
H -2.148 -6.979 0.236
H -3.761 -7.488 0.290
*
```

***

(2)
This record from the Open Molecules 2025 dataset describes a 4-piece molecular cluster, C38H56IN2O8Si overall. The level of theory is ωB97M-V/def2-TZVPD.

## Properties
Lowest unoccupied orbital energy, eV: -4.377
Energy, eV: -75644.6281
Kohn-Sham gap, eV: 7.25
HOMO energy, Ha: -0.427

Structure (ORCA input):
```
! RIJCOSX wB97M-V def2-TZVPD def2/J DEFGRID3
* xyz 1 1
C -4.486 4.443 -0.784
C -3.176 5.211 -0.887
N -2.218 4.713 -1.873
C -1.582 3.406 -1.881
C -2.553 2.337 -2.436
C -2.211 1.839 -3.835
C -3.214 0.827 -4.374
O -2.924 -0.472 -3.878
Si -1.952 -1.594 -4.678
C -1.995 -1.377 -6.538
C -0.186 -1.431 -4.079
C -2.641 -3.252 -4.214
N -2.549 1.198 -1.411
I -4.401 0.284 -1.039
C -1.937 1.732 -0.148
C -0.900 2.741 -0.621
C 0.329 1.954 -1.120
C 0.973 1.043 -0.064
C 0.692 -0.449 -0.246
O -0.297 -0.845 0.705
C -1.051 -1.978 0.310
C -0.512 3.697 0.504
C 0.434 4.843 0.105
C 1.920 4.628 0.420
C 2.730 5.836 -0.070
C 2.161 4.414 1.915
H -4.358 3.392 -0.533
H -5.088 4.876 0.016
H -5.063 4.514 -1.708
H -3.427 6.220 -1.219
H -2.747 5.330 0.112
H -1.541 5.426 -2.088
H -0.779 3.510 -2.614
H -3.565 2.728 -2.460
H -1.204 1.413 -3.869
H -2.192 2.733 -4.464
H -3.259 0.839 -5.463
H -4.214 1.098 -4.020
H -1.000 -1.609 -6.925
H -2.252 -0.385 -6.909
H -2.688 -2.095 -6.980
H 0.053 -0.417 -3.752
H 0.497 -1.660 -4.900
H 0.049 -2.117 -3.262
H -3.630 -3.382 -4.658
H -2.752 -3.354 -3.132
H -2.000 -4.057 -4.580
H -2.008 0.418 -1.794
H -2.730 2.209 0.427
H -1.545 0.895 0.435
H 0.029 1.337 -1.978
H 1.053 2.664 -1.525
H 2.048 1.218 -0.022
H 0.594 1.287 0.932
H 0.312 -0.663 -1.251
H 1.598 -1.045 -0.103
H -0.493 -2.596 -0.396
H -1.269 -2.572 1.197
H -2.009 -1.670 -0.135
H -1.413 4.087 0.972
H -0.021 3.126 1.296
H 0.129 5.748 0.641
H 0.337 5.069 -0.960
H 2.297 3.743 -0.106
H 2.796 6.594 0.714
H 3.745 5.549 -0.344
H 2.271 6.309 -0.941
H 1.661 5.191 2.497
H 3.227 4.443 2.141
H 1.788 3.446 2.261
C 2.037 -6.061 -0.822
C 1.736 -7.356 -0.875
C 0.410 -7.818 -1.355
O 0.120 -8.993 -1.376
C -0.564 -6.782 -1.796
C -0.256 -5.489 -1.749
C 1.068 -5.030 -1.256
O 1.342 -3.846 -1.215
H 2.995 -5.706 -0.465
H 2.439 -8.118 -0.565
H -1.521 -7.146 -2.146
H -0.946 -4.716 -2.065
C 2.959 4.673 6.661
C 2.248 4.489 7.769
C 1.056 5.325 8.069
O 0.402 5.153 9.072
C 0.696 6.381 7.086
C 1.408 6.564 5.978
C 2.591 5.720 5.675
O 3.230 5.878 4.656
H 3.831 4.078 6.419
H 2.492 3.732 8.503
H -0.171 6.982 7.333
H 1.169 7.328 5.249
C 2.292 -9.055 2.563
C 1.938 -9.679 3.683
C 2.912 -9.902 4.785
O 2.585 -10.465 5.805
C 4.298 -9.408 4.584
C 4.651 -8.785 3.463
C 3.676 -8.556 2.368
O 4.007 -7.981 1.350
H 1.597 -8.891 1.750
H 0.937 -10.055 3.851
H 4.990 -9.586 5.397
H 5.654 -8.416 3.289
*
```

***

(3)
This record from the Open Molecules 2025 dataset describes a 3-piece molecular cluster, C16H42BO7P2 overall in a non-equilibrium geometry. The level of theory is ωB97M-V/def2-TZVPD.

## Properties
Lowest unoccupied orbital energy, eV: -3.020
Energy, eV: -50856.7082
Kohn-Sham gap, eV: 8.06
HOMO energy, Ha: -0.407

Structure (ORCA input):
```
! RIJCOSX wB97M-V def2-TZVPD def2/J DEFGRID3
* xyz 1 1
C 6.267 -3.740 2.614
C 6.274 -2.432 1.874
O 5.287 -1.558 2.478
B 5.200 -0.314 2.028
O 4.714 0.673 2.821
P 5.687 0.247 0.223
C 4.962 -0.817 -1.060
C 3.808 -0.155 -1.793
P 2.441 0.086 -0.626
O 2.820 -0.387 0.716
O 1.989 1.613 -0.706
C 2.737 2.566 0.075
C 3.617 3.470 -0.794
O 1.250 -0.718 -1.249
C 0.234 -1.159 -0.305
C -0.573 -0.048 0.329
H 6.500 -3.582 3.657
H 7.015 -4.382 2.161
H 5.317 -4.243 2.491
H 7.253 -1.964 1.932
H 6.057 -2.657 0.829
H 3.748 0.559 2.906
H 5.345 1.590 0.054
H 7.084 0.211 0.092
H 5.744 -1.031 -1.784
H 4.707 -1.773 -0.628
H 3.477 -0.848 -2.560
H 4.064 0.757 -2.317
H 2.002 3.204 0.549
H 3.327 2.113 0.865
H 4.029 2.878 -1.606
H 4.465 3.781 -0.191
H 3.086 4.329 -1.172
H -0.455 -1.752 -0.893
H 0.630 -1.844 0.433
H 0.021 0.756 0.744
H -1.281 0.323 -0.403
H -1.156 -0.451 1.149
C -4.371 -3.274 0.658
C -4.963 -2.014 0.051
O -4.106 -1.364 -0.871
C -3.730 -2.111 -2.013
C -4.898 -2.533 -2.886
H -3.399 -3.062 1.107
H -5.034 -3.671 1.426
H -4.225 -4.056 -0.090
H -5.147 -1.287 0.843
H -5.933 -2.224 -0.411
H -3.129 -2.980 -1.722
H -3.072 -1.456 -2.589
H -5.553 -3.239 -2.374
H -4.536 -3.017 -3.794
H -5.500 -1.668 -3.165
C -4.565 3.057 -1.670
C -4.501 1.967 -0.613
O -3.669 2.290 0.490
C -4.042 3.435 1.236
C -5.420 3.336 1.868
H -3.561 3.327 -2.002
H -5.140 2.714 -2.530
H -5.042 3.964 -1.294
H -4.078 1.066 -1.053
H -5.506 1.700 -0.267
H -3.963 4.336 0.618
H -3.293 3.530 2.023
H -6.210 3.301 1.116
H -5.606 4.202 2.504
H -5.499 2.432 2.473
*
```

***

(4)
This record from the Open Molecules 2025 dataset describes an isolated ion of composition C5H10N and charge +1 in a non-equilibrium geometry. The level of theory is ωB97M-V/def2-TZVPD.

## Properties
Lowest unoccupied orbital energy, eV: -3.676
Energy, eV: -6829.4528
Relative energy (zero: lowest compared OMol25 entry of this formula, charge and spin), kcal/mol: 17.3
Kohn-Sham gap, eV: 9.64
Structure (SMILES): C=C/C=C(/C)[NH3+]
HOMO energy, Ha: -0.489

Structure (ORCA input):
```
! RIJCOSX wB97M-V def2-TZVPD def2/J DEFGRID3
* xyz 1 1
C -2.871 -0.190 -0.068
C -1.624 0.253 0.095
C -0.503 -0.614 0.061
C 0.728 -0.144 0.028
C 1.982 -0.951 -0.002
N 1.025 1.312 -0.022
H -3.072 -1.232 -0.249
H -3.726 0.463 -0.040
H -1.489 1.311 0.293
H -0.675 -1.677 0.051
H 1.765 -1.995 0.196
H 2.694 -0.607 0.748
H 2.465 -0.892 -0.978
H 1.689 1.494 -0.787
H 1.459 1.627 0.856
H 0.155 1.842 -0.183
*
```

***

(5)
This record from the Open Molecules 2025 dataset describes C14H26N7Pt as an isolated structure. The level of theory is ωB97M-V/def2-TZVPD.

## Properties
Lowest unoccupied orbital energy (spin up / spin down), eV: -8.524 / -10.981
Energy, eV: -28591.4195
Relative energy (zero: lowest compared OMol25 entry of this formula, charge and spin), kcal/mol: 0.0
Kohn-Sham gap (spin up / spin down), eV: 9.31 / 6.89
HOMO energy (spin up / spin down), Ha: -0.655 / -0.657

Structure (ORCA input):
```
! RIJCOSX wB97M-V def2-TZVPD def2/J DEFGRID3
* xyz 3 3
Pt 1.371 -0.042 -0.464
N -2.412 -0.441 -0.511
C -2.537 0.062 -1.943
C -1.816 -0.859 -2.922
C -0.323 -0.609 -3.141
N 0.545 -1.224 -2.066
C -0.013 0.871 -3.341
C -0.626 1.809 -2.303
N 0.174 1.810 -1.035
C -2.113 1.524 -2.073
H -2.803 -1.385 -0.437
H -2.961 0.151 0.118
H -1.445 -0.475 -0.153
H -3.608 -0.003 -2.133
H -2.299 -0.691 -3.887
H -2.013 -1.913 -2.700
H -0.065 -1.132 -4.063
H 1.397 -1.531 -2.538
H 0.117 -2.099 -1.768
H -0.406 1.156 -4.320
H 1.067 1.029 -3.407
H -0.573 2.824 -2.701
H -0.381 2.189 -0.269
H 0.932 2.482 -1.145
H -2.637 1.897 -2.956
H -2.505 2.129 -1.249
N 2.943 0.768 2.047
C 3.925 1.557 2.509
C 4.336 2.361 1.467
C 3.541 1.991 0.389
N 2.694 1.016 0.743
H 2.479 0.015 2.528
H 4.265 1.483 3.529
H 5.109 3.109 1.486
H 3.557 2.365 -0.622
N -1.263 -2.557 4.740
C -0.805 -2.009 3.625
C -0.305 -2.793 2.552
C 0.177 -2.181 1.432
N 0.192 -0.835 1.254
C -0.272 -0.079 2.281
C -0.774 -0.600 3.439
H -1.261 -3.556 4.876
H -1.597 -1.995 5.508
H -0.278 -3.872 2.622
H 0.596 -2.782 0.632
H -0.206 0.996 2.155
H -1.121 0.068 4.216
*
```

***

(6)
This record from the Open Molecules 2025 dataset describes a 9-piece molecular cluster, C29H40N8O15 overall in a non-equilibrium geometry. The level of theory is ωB97M-V/def2-TZVPD.

## Properties
Lowest unoccupied orbital energy, eV: 3.136
Energy, eV: -73351.6575
Relative energy (zero: lowest compared OMol25 entry of this formula, charge and spin), kcal/mol: 158.3
Kohn-Sham gap, eV: 1.61
HOMO energy, Ha: 0.056

Structure (ORCA input):
```
! RIJCOSX wB97M-V def2-TZVPD def2/J DEFGRID3
* xyz -2 1
C 0.336 -0.217 0.810
O 1.511 0.112 0.939
O -0.531 0.572 1.213
O 0.024 -1.277 0.237
C -6.730 3.869 -0.753
C -7.706 4.803 -0.463
C -9.005 4.454 -0.620
C -9.339 3.111 -0.873
C -8.427 2.072 -0.996
C -7.129 2.530 -1.037
O -6.138 1.596 -1.189
O -9.957 5.364 -0.531
H -5.684 4.139 -0.758
H -7.395 5.838 -0.460
H -10.372 2.895 -1.101
H -8.645 1.110 -1.437
H -5.325 1.868 -0.756
H -9.617 6.167 -0.128
C 2.384 7.775 -3.330
C 2.244 7.351 -2.033
C 1.561 6.223 -1.743
C 0.990 5.508 -2.747
C 1.269 5.777 -4.073
C 1.982 6.931 -4.341
O 2.184 7.330 -5.678
O 1.443 5.788 -0.468
H 2.931 8.696 -3.471
H 2.548 7.994 -1.220
H 0.381 4.672 -2.438
H 1.001 5.148 -4.909
H 2.561 8.152 -5.999
H 1.116 4.885 -0.492
C -0.045 -7.847 4.982
C -0.627 -8.180 6.164
C -1.785 -7.511 6.567
C -2.335 -6.469 5.778
C -1.678 -6.008 4.618
C -0.580 -6.776 4.210
O 0.154 -6.478 3.059
O -2.436 -7.844 7.683
H 0.884 -8.304 4.675
H -0.116 -8.997 6.654
H -3.224 -5.945 6.097
H -2.142 -5.201 4.071
H -0.125 -5.614 2.748
H -3.143 -8.476 7.531
C 3.427 -3.989 -7.209
C 3.479 -3.149 -6.077
C 3.831 -1.825 -6.164
C 4.103 -1.351 -7.419
C 4.011 -2.054 -8.599
C 3.780 -3.436 -8.437
O 3.891 -4.124 -9.564
O 3.884 -1.009 -5.134
H 3.089 -5.006 -7.079
H 3.082 -3.465 -5.123
H 4.171 -0.276 -7.498
H 4.135 -1.549 -9.545
H 4.402 -3.633 -10.212
H 3.414 -1.496 -4.453
C 7.521 3.591 2.295
O 8.550 3.649 2.937
N 6.866 2.563 1.996
N 7.013 4.652 1.690
H 6.941 1.750 2.591
H 5.966 2.743 1.573
H 6.160 4.519 1.166
H 7.565 5.497 1.679
C 4.735 -1.782 5.692
O 5.215 -2.084 6.782
N 5.055 -2.344 4.573
N 4.028 -0.670 5.488
H 5.588 -3.202 4.587
H 4.457 -2.027 3.823
H 4.040 0.100 6.142
H 3.484 -0.624 4.638
C -2.760 -4.810 -3.898
O -3.332 -5.258 -4.912
N -2.821 -5.379 -2.759
N -2.032 -3.734 -3.998
H -3.433 -6.180 -2.698
H -2.300 -4.935 -2.017
H -1.541 -3.506 -3.145
H -1.900 -3.288 -4.895
C -3.157 2.133 6.629
O -3.779 2.139 7.670
N -3.387 2.631 5.510
N -2.145 1.324 6.484
H -4.270 3.084 5.321
H -2.715 2.186 4.901
H -1.824 0.606 7.119
H -1.751 1.427 5.560
*
```

***

(7)
This record from the Open Molecules 2025 dataset describes C27H21CrN3O3PS as an isolated structure in a non-equilibrium geometry. The level of theory is ωB97M-V/def2-TZVPD.

## Properties
Lowest unoccupied orbital energy (spin up / spin down), eV: 2.784 / 2.779
Energy, eV: -87500.7578
Relative energy (zero: lowest compared OMol25 entry of this formula, charge and spin), kcal/mol: 31.5
Kohn-Sham gap (spin up / spin down), eV: 7.32 / 7.75
HOMO energy (spin up / spin down), Ha: -0.167 / -0.183

Structure (ORCA input):
```
! RIJCOSX wB97M-V def2-TZVPD def2/J DEFGRID3
* xyz -1 5
Cr 0.649 2.045 0.762
N 4.824 1.549 2.247
C 3.489 1.892 1.988
S 2.992 1.916 0.340
N 2.824 2.223 3.005
N 1.437 2.274 2.710
C 0.740 2.180 3.812
C -0.619 1.767 3.919
C -1.048 0.921 4.970
C -2.347 0.430 4.963
C -3.302 0.878 4.049
C -2.875 1.733 3.028
C -1.443 2.032 2.834
O -1.004 2.658 1.777
H 5.469 1.659 1.467
H 5.154 1.916 3.137
H 1.295 2.205 4.742
H -0.356 0.743 5.772
H -2.614 -0.336 5.694
H -4.297 0.459 3.867
H -3.474 2.076 2.171
O 1.308 2.203 -3.765
C 0.424 2.074 -2.954
O 0.517 2.236 -1.700
C -0.888 1.390 -3.348
C -1.758 1.709 -4.401
C -2.832 0.866 -4.673
C -3.037 -0.297 -3.944
C -2.245 -0.513 -2.822
C -1.183 0.293 -2.505
P -0.061 0.121 -0.938
C -0.679 -1.479 -0.315
C -1.926 -1.358 0.330
C -2.688 -2.481 0.650
C -2.197 -3.741 0.399
C -0.968 -3.875 -0.218
C -0.219 -2.776 -0.575
C 1.593 -0.450 -1.483
C 2.097 -0.446 -2.776
C 3.210 -1.186 -3.127
C 3.924 -1.880 -2.174
C 3.526 -1.809 -0.828
C 2.355 -1.115 -0.478
H -1.618 2.608 -4.968
H -3.480 1.123 -5.479
H -3.837 -1.011 -4.181
H -2.465 -1.391 -2.210
H -2.280 -0.333 0.511
H -3.610 -2.324 1.224
H -2.713 -4.663 0.671
H -0.565 -4.834 -0.486
H 0.751 -2.878 -1.023
H 1.612 0.067 -3.575
H 3.545 -1.194 -4.163
H 4.808 -2.445 -2.444
H 4.090 -2.310 -0.035
H 1.996 -1.123 0.550
*
```